1.
A molecular structure, C58H55F3IrN6P2 at a distorted geometry. Source: the Open Molecules 2025 dataset; level of theory: ωB97M-V/def2-TZVPD.

```
125
Properties=species:S:1:pos:R:3:mulliken_spin:R:1
Ir -1.2817 0.9892 -0.3467 2.019
C 3.1894 2.0953 1.6374 0.023
C 3.3263 1.2839 2.8044 0.318
C 2.2804 0.4394 3.1152 -0.157
C 1.2530 0.2175 2.1941 0.321
N 1.5782 0.4825 0.8086 0.013
C 2.2876 1.7568 0.7027 0.235
C -0.1294 -0.0180 2.6153 -0.014
C -0.3758 -0.0741 3.9949 0.070
C -1.6622 -0.1334 4.4716 0.000
C -2.6990 -0.2135 3.5639 0.075
C -2.4046 -0.2204 2.2108 0.072
N -1.1557 -0.0581 1.7351 0.121
C -3.5063 -0.4307 1.2360 -0.055
C -4.6498 -1.1326 1.6017 -0.005
C -5.6379 -1.3636 0.6611 0.003
C -5.4659 -0.8638 -0.6189 -0.002
C -4.3035 -0.1736 -0.9049 -0.001
N -3.3377 0.0245 -0.0084 0.147
H 3.7488 3.0182 1.5481 0.014
H 4.1360 1.4499 3.5008 -0.051
H 2.2085 0.0391 4.1171 0.026
H 2.0403 2.3609 -0.1530 -0.025
H 0.4436 -0.0307 4.6932 0.000
H -1.8580 -0.0986 5.5352 0.004
H -3.7247 -0.2436 3.9018 -0.004
H -4.7496 -1.5152 2.6069 0.001
H -6.5250 -1.9228 0.9260 0.000
H -6.2118 -1.0111 -1.3873 0.001
H -4.1472 0.2441 -1.8889 0.006
C 2.3662 -2.8923 -1.3297 0.002
N 1.7821 -2.1364 -0.1640 -0.018
P 2.5104 -0.6472 -0.1180 0.059
C 4.2033 -0.9898 0.4443 0.011
C 4.4166 -1.5226 1.7175 0.006
C 5.6821 -1.9158 2.1146 -0.004
C 6.7549 -1.7982 1.2408 -0.002
C 6.5530 -1.2909 -0.0326 0.003
C 5.2850 -0.8949 -0.4349 -0.005
C 2.5903 0.1236 -1.7547 0.013
C 1.6072 -0.2297 -2.6689 0.012
C 1.5669 0.3480 -3.9289 0.011
C 2.5109 1.2987 -4.2789 -0.002
C 3.5025 1.6605 -3.3742 0.002
C 3.5491 1.0790 -2.1203 -0.011
P 0.1154 -2.6306 0.3210 0.074
C 0.0547 -4.4035 -0.1904 0.008
C -1.0512 -4.8255 -0.9158 0.003
C -1.2351 -6.1759 -1.1999 0.001
C -0.3055 -7.1043 -0.7693 0.000
C 0.8180 -6.6861 -0.0582 0.001
C 0.9917 -5.3480 0.2391 0.001
C 0.1926 -3.0209 2.1164 -0.007
C -1.0641 -3.2954 2.6567 0.009
C -1.1823 -3.7584 3.9574 0.000
C -0.0469 -3.9422 4.7370 0.002
C 1.2039 -3.6691 4.2041 -0.005
C 1.3217 -3.2138 2.8976 -0.001
H 3.3970 -2.5900 -1.5016 0.000
H 1.8068 -2.7211 -2.2484 0.000
H 2.3739 -3.9509 -1.1228 0.001
H 3.5957 -1.6253 2.4072 0.019
H 5.8354 -2.3210 3.1067 0.000
H 7.7427 -2.1179 1.5468 0.000
H 7.3795 -1.2116 -0.7265 0.000
H 5.1513 -0.5477 -1.4477 0.000
H 0.8698 -0.9648 -2.3850 -0.007
H 0.8083 0.0541 -4.6407 0.000
H 2.4754 1.7579 -5.2584 0.000
H 4.2416 2.4020 -3.6473 0.000
H 4.3220 1.3839 -1.4313 -0.005
H -1.7834 -4.1017 -1.2579 0.002
H -2.1070 -6.4977 -1.7543 0.000
H -0.4509 -8.1556 -0.9806 0.000
H 1.5490 -7.4110 0.2758 0.000
H 1.8621 -5.0350 0.8045 0.000
H -1.9534 -3.1754 2.0444 0.005
H -2.1595 -3.9916 4.3613 -0.001
H -0.1372 -4.3108 5.7504 0.000
H 2.0932 -3.8282 4.8018 0.000
H 2.2998 -3.0422 2.4749 0.002
F -1.5534 -2.5287 -6.9208 0.000
C -1.7184 -1.2124 -6.7711 0.000
F -0.6453 -0.5961 -7.2999 0.000
F -2.7919 -0.8367 -7.4681 0.000
C -1.8388 -0.8256 -5.3167 0.001
C -2.1791 0.4726 -4.9778 -0.004
C -2.1489 0.8332 -3.6418 -0.002
N -1.7716 0.0048 -2.6611 0.067
C -1.5188 -1.2627 -3.0041 -0.021
C -1.5483 -1.7270 -4.3070 0.008
H -2.4596 1.1948 -5.7328 0.000
H -2.4319 1.8257 -3.3459 -0.013
H -1.2910 -1.9456 -2.1933 -0.010
H -1.3497 -2.7662 -4.5294 0.000
C -1.9466 3.0210 3.1216 0.071
C -0.8978 4.1031 2.9070 -0.007
C 0.5167 3.5584 3.1229 0.047
C -0.9828 4.8237 1.5707 0.144
C -0.6800 6.1679 1.6220 -0.093
C -0.8119 7.0085 0.5262 0.217
C -1.3648 6.4879 -0.6368 -0.110
C -1.6627 5.1511 -0.7787 0.153
C -2.2534 4.7557 -2.1167 0.008
C -3.4656 3.8287 -2.0169 0.040
C -1.1222 4.2470 -3.0266 0.019
C -1.3330 4.2133 0.2903 0.191
N -1.2555 2.9112 0.0893 0.966
H -1.8583 2.6247 4.1341 0.001
H -1.8032 2.2153 2.4103 -0.020
H -2.9564 3.4168 2.9922 -0.006
H -1.0856 4.8746 3.6564 0.001
H 0.7519 2.8516 2.3268 -0.011
H 0.5980 3.0455 4.0857 0.004
H 1.2559 4.3606 3.0946 -0.005
H -0.3665 6.5864 2.5719 0.005
H -0.5528 8.0562 0.5959 0.007
H -1.5859 7.1539 -1.4632 0.003
H -2.6274 5.6824 -2.5549 0.002
H -3.1892 2.8326 -1.6844 0.009
H -3.9713 3.7625 -2.9843 0.001
H -4.1830 4.2238 -1.2949 -0.004
H -0.6820 3.3333 -2.6161 0.013
H -0.3318 4.9958 -3.0836 -0.006
H -1.4773 4.0617 -4.0441 0.002
```

F_max	1.0	eV Å⁻¹
spin multiplicity	6
highest occupied orbital energy (spin up / spin down)	-11.3 / -12.6	eV
total charge	+2
E_LUMO (spin up / spin down)	-4.844 / -6.460	eV

2.
A molecular structure, C21H36P2SeV at a distorted geometry. Source: the Open Molecules 2025 dataset; level of theory: ωB97M-V/def2-TZVPD.

```
61
Properties=species:S:1:pos:R:3:mulliken_spin:R:1
P -0.3246 4.0827 0.4790 -0.019
P -0.8639 2.8199 -2.2517 -0.077
C -0.2191 5.2897 -0.9978 0.060
C -1.1463 4.7070 -2.0250 0.119
H 0.8227 5.3821 -1.3338 -0.011
H -0.5501 6.2516 -0.6005 -0.008
H -2.2156 4.8374 -1.7933 0.019
H -0.9551 5.1273 -3.0067 -0.001
C 0.2718 3.0548 -3.7204 0.028
H 0.2873 2.1197 -4.2905 0.008
H 1.2804 3.3155 -3.3815 -0.013
H -0.1331 3.8623 -4.3394 0.005
C -2.3026 2.6896 -3.3944 0.061
H -3.1821 3.2180 -3.0384 -0.005
H -2.5790 1.6671 -3.6346 -0.008
H -2.0349 3.1833 -4.3380 0.006
C 0.7411 5.1290 1.5248 0.020
H 1.4301 4.4867 2.0777 -0.009
H 0.1974 5.7817 2.2184 0.000
H 1.3556 5.7523 0.8604 -0.002
C -2.1176 4.5527 0.8826 0.047
H -2.8324 3.8963 0.3592 -0.004
H -2.3718 5.5946 0.6294 -0.001
H -2.3533 4.4111 1.9439 0.005
V -0.0321 2.2412 -0.4206 2.629
C -2.7117 -1.1824 -5.5187 -0.001
C -1.7954 -0.5313 -4.8035 0.000
C -1.7073 -0.8233 -3.3072 -0.011
C -2.9611 -0.6147 -2.4381 0.019
C -4.3294 -0.1211 -2.9484 0.003
C -5.2270 -0.6981 -3.7506 0.000
C -5.0208 -1.8485 -4.6967 0.000
C -3.5683 -2.2741 -4.9142 0.000
C -1.5938 1.4404 0.7655 -0.119
H -2.9484 -0.9149 -6.5589 0.000
H -0.9762 0.0718 -5.2306 0.000
H -0.8534 -0.2790 -2.8597 0.027
H -1.4103 -1.8830 -3.2289 0.000
H -3.1124 -1.5541 -1.8870 0.001
H -2.6843 0.1094 -1.6513 0.010
H -4.6276 0.8433 -2.4848 -0.001
H -6.2162 -0.2303 -3.8151 0.000
H -5.4695 -1.6199 -5.6733 0.000
H -5.6077 -2.6886 -4.3050 0.000
H -3.1577 -2.6746 -3.9772 0.000
H -3.5654 -3.0707 -5.6744 0.000
H -1.5404 0.3435 0.7671 0.008
H -2.5756 1.7336 0.3693 0.010
H -1.4956 1.8016 1.8031 0.026
Se 2.0036 1.1391 -2.2021 -0.005
C 1.7092 1.0505 -0.3913 0.116
C 2.0649 2.0657 0.5822 0.072
C 1.9877 1.6747 1.9472 -0.053
C 1.4610 0.4422 2.3201 0.051
C 0.8430 -0.3704 1.3735 0.010
C 0.8946 -0.0595 0.0207 0.009
H 2.7427 2.8743 0.2507 -0.021
H 2.4043 2.3018 2.7337 0.002
H 1.5395 0.0896 3.3565 0.002
H 0.3633 -1.2859 1.6955 -0.002
H 0.6797 -0.7857 -0.7676 0.000
```

F_max	7.3	eV Å⁻¹
spin multiplicity	4
highest occupied orbital energy (spin up / spin down)	-6.9 / -7.4	eV
total charge	0
E_LUMO (spin up / spin down)	-0.131 / -0.221	eV